The following is a quantum chemistry calculation of C6H13B3ClCsNO4 as an isolated structure at a distorted geometry, from the Open Molecules 2025 dataset.

electronic energy	-31212.6663	eV
maximum force	7.091	eV Å⁻¹
total charge	+1

XYZ file:
```
29
Properties=species:S:1:pos:R:3:mulliken_charge:R:1
C -1.482 -2.293 2.090 -1.233
C -1.939 -1.770 0.722 1.006
Cl -3.730 -1.692 0.641 -0.210
C -1.366 -2.571 -0.462 -0.970
B -0.178 -1.847 -1.165 0.363
O 0.978 -2.505 -1.568 -0.429
B 2.093 -2.029 -0.927 0.647
O 2.179 -0.648 -0.774 -0.595
B 1.115 0.113 -1.254 0.442
C 1.379 1.619 -1.621 -0.511
C 1.217 2.516 -0.398 -2.282
C -0.223 2.979 -0.221 0.927
N -0.474 3.825 0.870 -0.545
O -1.105 2.636 -0.949 -0.480
O -0.126 -0.461 -1.324 -0.428
H -0.697 -1.650 2.496 0.255
H -2.300 -2.282 2.805 0.421
H -1.085 -3.304 2.026 0.301
H -1.628 -0.731 0.628 -0.164
H -0.970 -3.521 -0.096 0.294
H -2.158 -2.824 -1.170 0.412
H 2.910 -2.748 -0.459 -0.104
H 0.751 1.967 -2.439 0.362
H 2.419 1.707 -1.944 0.259
H 1.846 3.401 -0.480 0.713
H 1.528 2.012 0.523 1.013
H -0.131 3.416 1.732 0.170
H -1.485 3.893 0.959 0.326
Cs 2.664 2.796 1.764 1.041
```

***

The following is a quantum chemistry calculation of a 2-piece molecular cluster, C6H13Cl2N2O2 overall at a distorted geometry, from the Open Molecules 2025 dataset.

electronic energy	-38544.6843	eV
maximum force	3.619	eV Å⁻¹
total charge	+1

XYZ file:
```
25
Properties=species:S:1:pos:R:3:nbo_charge:R:1
C 0.099 -1.162 0.225 -0.404
C -0.452 -0.350 -0.940 -0.591
C 0.241 -0.307 1.530 -0.239
C -0.175 1.066 -1.034 0.749
C -0.183 1.142 1.445 0.239
C 0.397 1.768 0.146 -0.191
N 0.378 3.146 0.077 -0.833
N 0.129 -3.872 -1.540 -1.159
O -0.391 1.730 -2.082 -0.522
O 0.224 2.063 2.464 -0.701
Cl 1.959 -0.463 2.048 -0.012
Cl -1.909 1.207 1.443 0.001
H -0.590 -1.964 0.376 0.269
H 1.151 -1.551 0.064 0.255
H -0.136 -0.839 -1.888 0.284
H -1.515 -0.542 -0.897 0.313
H -0.325 -0.670 2.317 0.239
H 1.424 1.276 0.174 0.276
H 0.442 3.628 1.081 0.439
H -0.366 3.526 -0.487 0.389
H -0.206 -4.737 -1.131 0.399
H 1.092 -3.406 -1.419 0.392
H -0.246 -3.862 -2.501 0.375
H -0.842 1.263 -2.764 0.527
H -0.202 1.908 3.292 0.504
```

***

The following is a quantum chemistry calculation of an isolated ion of composition C6H13ClN and charge +1 at a distorted geometry, from the Open Molecules 2025 dataset.

structure (SMILES)	C=C[C@@H](Cl)[N+](C)(C)C
electronic energy	-20436.8777	eV
maximum force	3.949	eV Å⁻¹
total charge	+1

XYZ file:
```
21
Properties=species:S:1:pos:R:3:nbo_charge:R:1
C -2.297 -0.812 -1.288 -0.298
C -0.988 -0.982 -1.340 -0.279
C 1.310 0.108 1.605 -0.423
C 1.286 0.668 -0.741 -0.430
C -0.510 1.203 0.681 -0.427
C -0.201 -1.104 0.021 -0.014
N 0.492 0.210 0.435 -0.244
Cl 1.072 -2.456 -0.007 0.000
H -3.051 -0.856 -2.078 0.242
H -2.743 -0.539 -0.436 0.183
H -0.446 -1.193 -2.329 0.256
H 2.386 0.113 1.286 0.250
H 1.089 1.029 2.135 0.230
H 1.087 -0.724 2.245 0.254
H 0.708 0.996 -1.572 0.244
H 1.929 1.480 -0.495 0.239
H 1.924 -0.228 -1.071 0.252
H -1.265 1.211 -0.139 0.252
H -0.878 1.063 1.651 0.229
H -0.024 2.195 0.609 0.241
H -0.880 -1.381 0.827 0.242
```

***

| no. | HOMO-LUMO gap (eV) |
| --- | --- |
| 1 | 8.7121 |
| 2 | 7.6530 |
| 3 | 11.6259 |